Model a:
A single C3H2O molecule, computed with the ωB97M-V functional and the def2-TZVPD basis.

Element x y z (Å)
O: -0.241 -0.384 1.588
C: 0.030 0.353 0.685
C: 1.107 0.071 -0.826
C: -0.093 -0.331 -0.827
H: 0.088 1.445 0.774
H: -0.997 -0.868 -1.058

Computed properties:
HOMO = -10.8 eV
gap between HOMO and LUMO = 10.01 eV
total charge = 0

***

Model b:
A single C3H2O molecule, computed with the ωB97M-V functional and the def2-TZVPD basis.

Element x y z (Å)
C: -1.114 0.194 -0.145
C: 0.324 -0.189 -0.304
C: 1.508 -0.339 -0.097
H: -1.188 1.324 0.160
H: 2.535 -0.411 0.433
O: -2.065 -0.580 -0.047

Computed properties:
HOMO = -10.8 eV
gap between HOMO and LUMO = 10.56 eV
SMILES = C#CC=O
total charge = 0

***

Relative calculated energies, zero for the most stable structure, unit hartree: model a 0.0617; model b 0.0000.

***

Model a:
2 unconnected molecules or ions with the total composition C3H5F2N, computed with the ωB97M-V functional and the def2-TZVPD basis.

Element x y z (Å)
C: 0.729 0.176 0.527
C: 0.551 1.445 -0.044
C: -1.293 -1.414 -0.420
N: 1.563 -0.343 1.256
F: -0.378 2.219 0.625
F: -1.772 -0.444 -1.315
H: 0.211 1.408 -1.133
H: 1.374 2.124 0.025
H: -2.196 -1.765 0.012
H: -0.432 -2.014 -0.929
H: 1.644 -1.392 1.394

Computed properties:
HOMO (spin up / spin down) = -8.8 / -7.8 eV
gap between HOMO and LUMO (spin up / spin down) = 9.03 / 8.05 eV
total charge = 0

***

Model b:
A single C3H5F2N molecule, computed with the ωB97M-V functional and the def2-TZVPD basis.

Element x y z (Å)
C: 0.121 -1.265 0.488
C: -0.961 -0.403 -0.110
C: 0.132 0.500 0.289
N: 0.874 0.977 -0.772
F: -2.198 -0.213 0.441
F: 0.195 1.173 1.477
H: 0.060 -1.496 1.522
H: 0.656 -1.777 -0.345
H: -1.233 -0.534 -1.201
H: 1.827 1.218 -0.575
H: 0.527 1.820 -1.214

Computed properties:
HOMO = -9.3 eV
gap between HOMO and LUMO = 10.32 eV
SMILES = N[C@]1(F)C[C@H]1F
total charge = 0

***

Relative calculated energies, zero for the most stable structure, unit hartree: model a 0.1201; model b 0.0000.

***

Model a:
A single C3H10N4O molecule, computed with the ωB97M-V functional and the def2-TZVPD basis.

Element x y z (Å)
C: 1.634 0.775 -1.246
C: -0.219 -0.373 0.797
C: -1.083 -1.007 -0.366
H: 2.506 0.389 -0.721
H: 1.909 1.693 -1.890
H: 1.269 0.007 -1.997
H: 0.529 2.286 -0.422
H: -1.397 -2.000 0.005
H: -0.408 -1.257 -1.206
H: -2.919 0.062 -0.490
H: -1.648 0.728 -1.202
H: 0.152 -1.993 1.933
H: 0.899 0.278 2.516
N: 0.481 1.262 -0.485
N: 0.318 0.725 0.761
N: -2.103 -0.127 -0.991
N: -0.265 -1.081 1.979
O: 0.344 -0.367 3.025

Computed properties:
HOMO = -8.4 eV
gap between HOMO and LUMO = 9.30 eV
SMILES = CN/N=C(\CN)NO
total charge = 0

***

Model b:
A single C3H10N4O molecule, computed with the ωB97M-V functional and the def2-TZVPD basis.

Element x y z (Å)
C: -0.301 0.460 2.403
C: -1.184 -1.353 0.701
C: 0.151 -0.383 -1.097
H: -0.949 -0.280 3.048
H: -0.985 1.227 1.915
H: 0.490 1.144 3.118
H: 1.257 -0.633 1.432
H: -1.425 -0.885 1.749
H: -2.070 -1.543 0.127
H: -0.629 -2.299 0.615
H: 0.058 -1.054 -2.748
H: 1.238 0.938 -2.307
H: 1.136 1.448 0.215
N: 0.563 0.035 1.165
N: -0.456 -0.311 0.187
N: -0.193 -1.380 -1.830
N: 0.593 0.858 -1.500
O: 0.793 1.897 -0.670

Computed properties:
HOMO = -8.5 eV
gap between HOMO and LUMO = 9.31 eV
SMILES = [H]/N=C(\NO)N(C)NC
total charge = 0

***

Relative calculated energies, zero for the most stable structure, unit hartree: model a 0.0000; model b 0.0609.

***

Model a:
A molecular structure, C17H20N3O3S4SeSiV, computed with the ωB97M-V functional and the def2-TZVPD basis.

Element x y z (Å)
V: 0.149 0.122 -0.433
S: 0.162 2.377 0.158
C: -1.522 2.764 -0.049
C: -1.996 3.980 0.568
N: -2.352 4.954 1.070
C: -2.356 2.024 -0.819
S: -1.832 0.596 -1.659
C: -3.724 2.441 -1.014
N: -4.820 2.751 -1.193
C: -0.409 -3.466 0.296
S: -0.281 -2.562 -1.253
C: 1.353 -3.142 -1.734
H: 0.340 -3.093 0.992
H: -0.275 -4.533 0.109
H: -1.394 -3.274 0.713
H: 1.307 -4.190 -2.037
H: 2.042 -3.011 -0.898
H: 1.694 -2.511 -2.552
O: 1.355 1.064 7.435
C: 0.151 0.497 7.148
O: -0.556 0.195 8.075
C: -0.178 0.301 5.718
C: -1.427 -0.230 5.394
C: -1.790 -0.447 4.081
C: -0.921 -0.154 3.006
S: -1.466 -0.483 1.385
C: 0.332 0.392 3.342
C: 0.683 0.610 4.662
H: 1.805 1.272 6.607
H: -2.107 -0.467 6.203
H: -2.768 -0.853 3.849
H: 1.023 0.637 2.555
H: 1.673 1.027 4.834
O: 3.622 -1.590 1.643
C: 2.629 -1.143 1.133
N: 1.638 -0.708 0.635
C: -0.253 -0.904 -4.774
Si: 0.903 0.519 -4.345
C: -0.036 2.128 -4.571
C: 2.252 0.503 -5.667
Se: 1.910 0.317 -2.363
H: -0.820 -0.671 -5.689
H: -0.973 -1.088 -3.970
H: 0.314 -1.828 -4.946
H: -0.380 2.239 -5.612
H: 0.609 2.977 -4.320
H: -0.905 2.155 -3.907
H: 1.816 0.480 -6.680
H: 2.899 -0.374 -5.544
H: 2.880 1.400 -5.580

Computed properties:
HOMO (spin up / spin down) = -2.1 / -2.2 eV
expectation value of S² = 2.0320
gap between HOMO and LUMO (spin up / spin down) = 6.41 / 6.49 eV
2S+1 = 3
total charge = -2

***

Model b:
A molecular structure, C17H20N3O3S4SeSiV, computed with the ωB97M-V functional and the def2-TZVPD basis.

Element x y z (Å)
V: 0.194 -1.592 -0.233
S: -0.570 -0.659 1.668
C: 0.741 -0.894 2.785
C: 0.607 -0.306 4.099
N: 0.463 0.151 5.146
C: 1.819 -1.640 2.472
S: 1.967 -2.424 0.921
C: 2.886 -1.863 3.420
N: 3.750 -2.072 4.150
C: -0.370 2.232 -2.161
S: -1.766 1.138 -1.835
C: -2.016 0.487 -3.498
H: -0.711 3.167 -2.606
H: 0.334 1.736 -2.828
H: 0.132 2.420 -1.205
H: -1.091 0.040 -3.867
H: -2.340 1.274 -4.182
H: -2.786 -0.283 -3.440
O: -3.215 6.954 2.427
C: -1.918 6.877 2.860
O: -1.524 7.765 3.577
C: -1.131 5.722 2.403
C: 0.191 5.587 2.853
C: 0.989 4.541 2.451
C: 0.533 3.540 1.545
S: 1.549 2.294 0.947
C: -0.827 3.666 1.142
C: -1.614 4.721 1.547
H: -3.405 6.172 1.895
H: 0.571 6.341 3.535
H: 2.009 4.463 2.809
H: -1.244 2.902 0.498
H: -2.635 4.740 1.168
O: 1.672 -0.425 -3.974
C: 1.321 -0.619 -2.859
N: 0.965 -0.801 -1.732
C: 1.543 -4.296 -2.452
Si: 0.189 -5.021 -1.397
C: 0.946 -5.952 0.022
C: -0.776 -6.258 -2.421
Se: -1.277 -3.438 -0.710
H: 2.191 -5.078 -2.869
H: 2.164 -3.619 -1.858
H: 1.117 -3.717 -3.276
H: 1.605 -6.748 -0.352
H: 0.164 -6.407 0.639
H: 1.530 -5.280 0.655
H: -0.126 -7.085 -2.737
H: -1.199 -5.782 -3.311
H: -1.602 -6.670 -1.831

Computed properties:
HOMO (spin up / spin down) = -1.7 / -1.7 eV
expectation value of S² = 2.0284
gap between HOMO and LUMO (spin up / spin down) = 5.73 / 5.74 eV
2S+1 = 3
total charge = -2

***

Relative calculated energies, zero for the most stable structure, unit hartree: model a 0.0000; model b 0.0471.

***

Model a:
A single C7H10O2 molecule, computed with the ωB97M-V functional and the def2-TZVPD basis.

Element x y z (Å)
C: -0.246 0.796 1.033
C: 0.489 1.342 -0.478
C: -0.164 0.231 -1.350
C: 0.418 -1.164 -1.738
C: -0.445 -0.961 -0.467
C: 0.117 -0.622 0.899
C: -0.150 -0.186 2.321
H: -2.089 1.216 0.096
H: 0.192 2.345 -0.797
H: 1.620 1.084 -0.301
H: -1.039 0.596 -2.024
H: 0.098 -1.543 -2.648
H: 1.389 -1.740 -1.291
H: -1.448 -1.033 -1.000
H: 1.909 -0.251 0.214
H: -1.227 -0.284 2.512
H: 0.578 -0.034 3.096
O: -1.588 1.180 1.029
O: 1.586 -0.973 0.893

Computed properties:
HOMO = -8.6 eV
gap between HOMO and LUMO = 9.23 eV
SMILES = O[C@]12C[C@H]3C[C@H]3[C@]1(O)C2
total charge = 0

***

Model b:
A single C7H10O2 molecule, computed with the ωB97M-V functional and the def2-TZVPD basis.

Element x y z (Å)
C: 1.647 0.416 -0.040
C: 2.354 1.168 -0.805
C: -2.728 -0.601 -1.413
C: -1.622 0.036 -1.141
C: 1.454 -1.035 0.513
C: 0.123 -0.878 1.284
C: -0.287 0.557 0.828
O: -0.292 1.455 1.832
O: -1.396 0.769 -0.010
H: 1.945 2.153 -0.989
H: 3.379 1.005 -1.085
H: -2.796 -1.089 -2.343
H: -3.463 -0.830 -0.648
H: -0.803 -0.097 -1.917
H: 1.260 -1.685 -0.278
H: 2.250 -1.280 1.276
H: -0.609 -1.591 1.021
H: 0.225 -0.867 2.365
H: -0.641 2.393 1.549

Computed properties:
HOMO = -7.8 eV
gap between HOMO and LUMO = 8.63 eV
total charge = 0

***

Relative calculated energies, zero for the most stable structure, unit hartree: model a 0.1278; model b 0.0000.